Record 1
{"formula": "H4OS2", "method": "ωB97M-V with the def2-TZVPD basis set", "max_force_ev_per_a": 1.30, "total_energy_ev": -23782.210, "smiles": "SS.O", "de_lowest_kcal_mol": 13.1, "charge": 0, "lumo_energy_ev": 0.32, "e_homo_ev": -9.69, "homo_lumo_gap_ev": 10.01, "species": ["O", "H", "H", "S", "S", "H", "H"], "xyz": [[-0.2769, 1.3119, -1.4470], [-0.7331, 0.4472, -1.5576], [0.0467, 1.3046, -0.5177], [0.3342, -1.0562, 1.9926], [1.0257, -0.2983, 0.2359], [-0.9125, -0.5397, 1.9545], [0.5160, -1.1694, -0.6606]], "forces_ev_per_angstrom": [[-0.66, -0.16, -0.23], [0.41, 1.12, 0.20], [-0.62, 0.09, -1.10], [-0.26, -0.33, 0.24], [0.88, -0.74, 0.60], [0.19, 0.00, 0.03], [0.05, 0.00, 0.26]]}

Record 2
{"formula": "C3H5BrFN", "method": "ωB97M-V with the def2-TZVPD basis set", "max_force_ev_per_a": 7.87, "spin_multiplicity": 3, "total_energy_ev": -77437.167, "de_lowest_kcal_mol": 0.0, "charge": 0, "lumo_energy_ev": [0.65, -3.08], "e_homo_ev": [-6.95, -10.16], "s_squared": 2.020, "homo_lumo_gap_ev": [7.61, 7.08], "species": ["C", "C", "C", "N", "F", "Br", "H", "H", "H", "H", "H"], "xyz": [[1.7835, -0.8453, -0.0068], [-1.7866, 0.4841, -0.1150], [-0.7603, -0.4770, 0.0473], [0.6303, -0.2316, -0.0326], [1.0473, 2.2206, 0.0953], [-3.5297, -0.1965, 0.0283], [1.9181, -1.9429, 0.3017], [2.5848, -0.3017, -0.2762], [-1.8139, 1.4568, -0.3684], [-1.0240, -1.4501, 0.2049], [0.9505, 1.2835, 0.1214]], "forces_ev_per_angstrom": [[-2.44, -4.75, 1.60], [-2.44, -1.67, 0.74], [7.87, 0.21, -0.24], [-5.76, 1.77, 0.01], [0.25, 1.68, 0.15], [0.58, 0.12, 0.03], [-0.21, 1.57, -0.39], [2.78, 1.71, -0.92], [0.68, 3.02, -0.80], [-0.97, -2.62, 0.20], [-0.35, -1.05, -0.35]]}

Record 3
{"formula": "C39H58ClNbO16P", "method": "ωB97M-V with the def2-TZVPD basis set", "max_force_ev_per_a": 4.88, "total_energy_ev": -97494.481, "de_lowest_kcal_mol": 99.5, "charge": -1, "lumo_energy_ev": -0.08, "e_homo_ev": -4.17, "homo_lumo_gap_ev": 4.10, "species": ["C", "C", "O", "C", "O", "C", "C", "C", "Nb", "C", "C", "C", "C", "C", "C", "C", "C", "C", "O", "C", "C", "C", "C", "C", "C", "P", "O", "Cl", "H", "H", "H", "H", "H", "H", "H", "H", "H", "H", "H", "H", "H", "H", "H", "H", "H", "H", "H", "H", "H", "H", "H", "H", "H", "H", "H", "H", "H", "H", "H", "H", "H", "H", "H", "H", "H", "H", "H", "H", "H", "H", "H", "H", "H", "H", "C", "C", "C", "O", "C", "C", "C", "O", "O", "O", "H", "H", "H", "H", "C", "C", "C", "O", "C", "C", "C", "O", "O", "O", "H", "H", "H", "H", "C", "C", "C", "O", "C", "C", "C", "O", "O", "O", "H", "H", "H", "H"], "xyz": [[2.4381, 1.0140, 3.0812], [0.9322, 1.5739, 3.3334], [0.3329, 1.7576, 2.0228], [-0.5322, 0.6810, 1.6605], [-1.5938, 1.0093, 1.0642], [-0.1857, -0.8833, 1.9255], [1.0940, -1.3663, 1.0838], [0.8727, -2.6052, 0.0891], [-0.8936, -2.5046, -1.3384], [-2.0885, -3.9035, 0.0640], [-3.5551, -4.2727, -0.4893], [-4.7505, -3.9664, 0.5612], [-5.9635, -3.1217, -0.0868], [-6.4071, -1.8597, 0.8484], [-6.3569, -0.5654, -0.1342], [-6.4781, 0.8331, 0.6494], [-5.1964, 1.7892, 0.4947], [-5.0156, 2.4374, -0.9537], [-4.9255, 1.4738, -2.0300], [-5.6404, 1.9112, -3.2076], [0.1219, -1.0947, -2.8000], [0.9402, 0.0976, -2.1027], [1.1435, 1.4134, -2.9975], [2.7299, 1.7587, -2.9662], [0.3634, 2.6190, -2.2283], [0.0363, -4.6219, -2.4771], [0.4291, -5.7927, -1.2362], [1.8937, -4.2554, -3.4291], [2.6903, 1.2586, 1.9806], [3.1975, 1.5994, 3.7043], [2.5107, -0.1182, 3.2183], [1.0204, 2.5561, 3.9330], [0.2942, 0.8760, 3.9668], [-1.1436, -1.4661, 1.7475], [0.0575, -1.0137, 3.0496], [1.8782, -1.7122, 1.8657], [1.5517, -0.4340, 0.6010], [0.8185, -3.5850, 0.6753], [1.8238, -2.6798, -0.5713], [-2.3571, -2.5021, -2.4545], [-1.6775, -1.1125, -0.4608], [-2.2188, -3.3763, 1.0699], [-1.5365, -4.8840, 0.2586], [-3.5608, -5.4134, -0.6880], [-3.8278, -3.7871, -1.4836], [-5.1413, -4.9733, 0.9328], [-4.3298, -3.3937, 1.4546], [-6.8867, -3.8121, -0.1087], [-5.7669, -2.8039, -1.1678], [-5.6361, -1.6578, 1.6760], [-7.4628, -2.0263, 1.2558], [-5.3714, -0.6676, -0.7193], [-7.2741, -0.6445, -0.8318], [-6.5493, 0.5675, 1.7728], [-7.4599, 1.3942, 0.4129], [-4.2870, 1.2215, 0.8783], [-5.3582, 2.6684, 1.2276], [-4.0030, 2.9988, -0.9324], [-5.7980, 3.2543, -1.1958], [-6.6598, 2.3590, -2.9470], [-5.0172, 2.6224, -3.8695], [-5.8359, 0.9723, -3.8372], [0.7765, -1.6172, -3.5992], [-0.7261, -0.5891, -3.4101], [1.9486, -0.3096, -1.7406], [0.3572, 0.3637, -1.1395], [0.7856, 1.2977, -4.0713], [2.9499, 2.8092, -3.3833], [3.1410, 1.6242, -1.9005], [3.2426, 0.9747, -3.6252], [-0.7534, 2.5999, -2.4685], [0.8302, 3.6378, -2.5081], [0.4926, 2.5340, -1.0861], [1.2991, -5.4927, -0.8754], [6.6578, -0.1635, -2.4621], [7.9259, -0.5668, -2.3612], [8.4141, -1.3049, -1.1607], [9.5756, -1.6744, -1.1116], [7.4630, -1.5540, -0.0728], [6.1955, -1.1473, -0.1730], [5.7018, -0.4342, -1.3837], [4.5345, -0.0966, -1.4426], [5.2989, -1.3670, 0.8255], [8.8277, -0.3215, -3.3520], [6.2901, 0.3708, -3.3282], [7.8334, -2.0748, 0.7999], [4.4575, -0.9805, 0.5086], [9.6669, -0.7126, -3.0409], [2.5506, -3.2628, 6.3280], [2.0484, -4.4992, 6.3158], [2.1789, -5.3798, 5.1195], [1.7240, -6.5101, 5.1523], [2.8550, -4.8375, 3.9372], [3.3546, -3.5992, 3.9480], [3.2479, -2.7290, 5.1537], [3.7318, -1.6100, 5.1342], [3.9816, -3.0818, 2.8585], [1.3964, -5.0083, 7.3965], [2.4644, -2.6149, 7.1902], [2.9275, -5.4798, 3.0699], [4.2513, -2.1789, 3.1176], [1.1330, -5.9129, 7.1374], [-0.6577, 7.2540, -3.2456], [-0.1797, 8.4965, -3.1555], [0.1344, 9.1150, -1.8358], [0.5878, 10.2471, -1.7937], [-0.1236, 8.3260, -0.6278], [-0.6051, 7.0834, -0.7170], [-0.8934, 6.4555, -2.0378], [-1.3143, 5.3153, -2.0810], [-0.8515, 6.3404, 0.3942], [0.0423, 9.2520, -4.2671], [-0.8875, 6.7930, -4.1970], [0.0920, 8.7927, 0.3239], [-1.1911, 5.4836, 0.0655], [0.3874, 10.1038, -3.9365]], "forces_ev_per_angstrom": [[-0.29, 0.56, -0.38], [1.72, -0.45, 0.48], [-1.09, -1.75, 0.96], [-3.50, 0.62, -1.91], [4.16, -1.12, 2.30], [0.30, 0.95, 1.08], [0.76, -0.45, 0.94], [0.96, 0.65, 0.60], [0.03, 1.31, -0.03], [-0.97, -0.95, -0.45], [-0.54, -0.96, 0.38], [0.19, -0.03, -0.70], [-0.90, -0.64, 1.34], [0.64, 0.59, -1.70], [-0.67, -0.28, 0.49], [0.29, -0.20, 0.63], [-1.14, 0.16, 0.19], [1.39, 0.85, 0.54], [-1.35, 1.22, -0.10], [0.03, -0.77, -0.70], [0.16, 0.63, -1.73], [-0.50, -0.86, 0.38], [0.80, 0.95, 1.95], [-0.63, -0.43, -0.47], [0.46, 0.03, -0.33], [0.30, -1.57, 0.97], [1.13, 1.33, -1.19], [-0.10, -0.19, 0.32], [-0.46, -0.43, 1.71], [-1.03, -1.14, -0.59], [0.01, 1.72, -0.01], [-0.45, -1.25, -1.47], [0.92, 0.83, -0.82], [1.33, 0.90, -0.17], [-0.38, 0.30, -1.68], [-1.09, 0.68, -1.09], [-0.67, -1.50, 0.28], [0.08, 1.23, -0.51], [-1.32, 0.09, 0.87], [-0.21, -0.02, -0.01], [0.41, -0.11, 0.29], [0.37, -0.49, -1.20], [-0.58, 1.29, -0.08], [-0.04, 1.72, 0.17], [0.58, -0.50, 1.43], [0.42, 1.43, -0.27], [-0.55, -0.75, -1.16], [1.36, 0.93, -0.23], [-0.04, -0.32, 1.63], [-1.26, -0.54, -1.02], [1.56, 0.36, -0.31], [-1.65, 0.49, 0.78], [1.67, 0.02, 0.71], [0.08, 0.49, -1.61], [1.56, -0.83, 0.13], [-0.95, 0.77, -0.93], [0.37, -1.18, -1.16], [-1.44, -0.71, 0.02], [0.83, -1.48, 0.56], [1.38, -0.40, -0.30], [-0.93, -0.80, 1.16], [0.33, 1.30, 0.92], [-0.89, 0.84, 1.14], [1.09, -0.79, 0.89], [-1.29, 0.58, -0.63], [0.93, -0.12, -1.53], [0.37, 0.06, 1.45], [-0.31, -1.53, 0.67], [-0.74, 0.51, -1.73], [-0.46, 1.14, 0.94], [1.54, 0.14, 0.39], [-0.94, -1.47, 0.17], [-0.19, -0.07, -1.74], [-0.99, -0.31, -0.06], [-0.25, 0.03, 0.09], [0.27, 0.47, -1.09], [0.03, -0.35, 0.69], [-0.11, 0.22, -0.32], [0.42, -0.02, -0.18], [-0.42, -0.50, 1.32], [-0.25, 0.34, -0.63], [0.42, -0.36, 0.44], [0.43, 0.55, -1.20], [-0.28, -0.47, 1.10], [-0.01, -0.03, 0.03], [-0.02, 0.00, -0.03], [-0.03, -0.14, 0.05], [-0.11, 0.05, -0.07], [0.18, 0.27, -0.15], [-0.49, 0.08, 1.22], [0.13, -0.34, -0.81], [-0.02, 0.27, 0.39], [-0.20, -0.32, 0.24], [0.47, 0.00, -1.35], [-0.14, 0.34, 0.62], [0.00, -0.27, -0.27], [-0.47, -0.01, 1.39], [0.48, -0.08, -1.17], [0.00, -0.03, -0.03], [-0.02, 0.04, 0.01], [0.07, -0.09, -0.19], [0.01, 0.11, 0.04], [-0.07, -0.20, 0.11], [-0.02, 0.13, -1.22], [0.08, 0.11, 0.80], [-0.09, -0.13, -0.38], [0.15, 0.41, -0.25], [-0.05, -0.32, 1.48], [-0.17, -0.36, -0.71], [0.00, 0.36, 0.33], [0.03, 0.28, -1.45], [0.02, -0.13, 1.20], [0.02, 0.00, 0.04], [0.00, -0.03, -0.03], [0.08, 0.00, 0.14], [-0.03, -0.11, -0.07]]}